--- one ---
The following is a DFT calculation (ωB97M-V/def2-TZVPD) of a cluster of 8 separate species, C24H56N8O8 in total.

Structure (ORCA input):
```
! RIJCOSX wB97M-V def2-TZVPD def2/J DEFGRID3
* xyz 0 1
C 9.81 -20.28 -5.17
N 9.71 -21.72 -5.36
C 10.81 -22.48 -5.66
C 10.53 -23.88 -5.92
O 11.93 -22.03 -5.67
H 10.13 -19.61 -6.18
H 10.58 -20.15 -4.49
H 8.82 -19.99 -4.52
H 8.83 -22.19 -5.26
H 9.70 -24.26 -5.27
H 11.23 -24.57 -5.56
H 10.53 -24.25 -6.96
C 7.61 -30.85 -7.51
N 8.10 -31.98 -6.88
C 9.40 -32.28 -6.74
C 9.78 -33.31 -5.63
O 10.30 -31.84 -7.44
H 6.89 -31.04 -7.95
H 8.35 -30.53 -8.25
H 7.46 -29.80 -6.93
H 7.39 -32.26 -6.18
H 9.26 -34.21 -5.68
H 9.68 -32.91 -4.67
H 10.57 -33.81 -5.67
C 5.13 -26.03 -5.06
N 6.40 -26.02 -4.39
C 7.60 -26.63 -4.90
C 8.75 -26.80 -3.92
O 7.49 -27.26 -5.87
H 5.13 -25.60 -5.96
H 4.22 -25.80 -4.29
H 5.00 -27.13 -5.36
H 6.57 -25.64 -3.49
H 9.75 -26.39 -4.50
H 8.92 -27.77 -3.76
H 8.64 -26.11 -3.09
C 7.30 -23.73 -6.58
N 6.89 -23.64 -5.19
C 6.50 -22.50 -4.67
C 5.93 -22.63 -3.32
O 6.55 -21.45 -5.20
H 8.06 -24.43 -6.94
H 7.38 -22.82 -7.13
H 6.56 -24.27 -7.23
H 6.74 -24.47 -4.70
H 6.45 -23.42 -2.63
H 5.14 -23.65 -3.35
H 5.40 -21.81 -2.91
C 11.16 -29.79 -4.73
N 11.19 -28.94 -3.57
C 11.67 -27.70 -3.41
C 11.78 -27.08 -2.01
O 12.14 -27.06 -4.41
H 11.43 -30.66 -4.19
H 11.85 -29.58 -5.72
H 10.50 -30.06 -5.28
H 10.79 -29.32 -2.77
H 12.13 -25.95 -2.22
H 12.57 -27.28 -1.35
H 10.77 -27.10 -1.34
C 2.22 -24.07 -2.02
N 1.63 -24.39 -3.31
C 1.91 -23.81 -4.49
C 1.21 -24.35 -5.79
O 2.59 -22.74 -4.60
H 2.83 -23.07 -1.94
H 2.84 -24.96 -1.86
H 1.54 -24.11 -1.33
H 0.96 -25.14 -3.37
H 2.05 -24.71 -6.41
H 1.01 -23.65 -6.48
H 0.64 -25.12 -5.46
C 5.14 -28.27 -12.10
N 5.62 -27.85 -10.82
C 6.80 -28.18 -10.39
C 7.10 -27.46 -8.99
O 7.67 -28.75 -11.05
H 3.98 -28.25 -12.30
H 5.48 -29.18 -12.46
H 5.30 -27.56 -12.88
H 4.86 -27.60 -10.13
H 7.78 -26.60 -9.22
H 7.58 -28.25 -8.44
H 6.43 -27.19 -8.26
C 5.24 -24.66 0.81
N 5.90 -25.86 0.37
C 6.26 -26.18 -0.76
C 6.90 -27.69 -1.00
O 6.19 -25.37 -1.79
H 5.13 -24.49 1.83
H 4.28 -24.46 0.49
H 5.90 -23.95 0.08
H 5.62 -26.62 1.09
H 6.94 -27.95 0.03
H 7.88 -27.34 -1.38
H 6.40 -28.23 -1.61
*
```

Summary:
* lowest unoccupied orbital energy: -0.0122 Eh
* HOMO-LUMO gap: 0.305 hartree

***

--- two ---
The following is a DFT calculation (ωB97M-V/def2-TZVPD) of a cluster of 8 separate species, C24H56N8O8 in total.

Structure (ORCA input):
```
! RIJCOSX wB97M-V def2-TZVPD def2/J DEFGRID3
* xyz 0 1
C 0.77 0.51 9.02
N 1.73 1.43 8.42
C 1.30 2.40 7.63
C 2.40 3.20 6.88
O 0.16 2.49 7.25
H 0.32 -0.16 8.28
H -0.07 0.90 9.59
H 1.44 0.07 9.75
H 2.72 1.35 8.60
H 2.30 3.13 5.80
H 3.39 2.77 7.07
H 2.50 4.24 7.19
C 5.73 1.05 -8.01
N 4.58 0.31 -7.55
C 3.53 0.84 -6.88
C 2.57 -0.20 -6.38
O 3.40 2.07 -6.59
H 5.71 1.37 -9.05
H 6.52 0.30 -7.90
H 5.90 2.03 -7.57
H 4.61 -0.67 -7.76
H 2.11 -0.86 -7.12
H 1.73 0.42 -6.08
H 3.09 -0.77 -5.61
C -8.00 0.51 -0.02
N -6.77 -0.13 -0.07
C -5.51 0.31 0.06
C -5.25 1.79 0.34
O -4.65 -0.52 0.07
H -8.05 1.58 -0.22
H -8.29 0.25 1.00
H -8.72 0.13 -0.75
H -6.83 -1.09 -0.40
H -4.23 1.99 0.69
H -5.95 2.19 1.07
H -5.28 2.19 -0.67
C -6.79 -4.54 -5.25
N -5.73 -4.14 -4.29
C -4.70 -4.91 -3.71
C -4.10 -4.26 -2.47
O -4.44 -6.02 -4.11
H -7.57 -4.02 -4.69
H -6.79 -5.62 -5.41
H -6.71 -3.96 -6.17
H -5.80 -3.16 -4.07
H -3.44 -5.03 -2.10
H -4.85 -4.15 -1.68
H -3.48 -3.39 -2.69
C 5.64 1.13 3.24
N 6.41 0.78 2.10
C 6.62 -0.33 1.38
C 5.64 -1.47 1.46
O 7.49 -0.48 0.59
H 4.93 1.90 2.93
H 6.29 1.73 3.88
H 5.21 0.28 3.78
H 7.28 1.28 2.04
H 5.46 -1.94 0.49
H 4.61 -1.20 1.69
H 6.13 -2.26 2.02
C 5.11 6.47 -6.01
N 4.65 5.61 -4.97
C 4.66 5.76 -3.58
C 4.23 4.55 -2.78
O 5.19 6.71 -3.05
H 5.44 5.85 -6.84
H 5.93 7.08 -5.64
H 4.31 7.10 -6.40
H 4.18 4.78 -5.30
H 5.08 3.92 -2.52
H 3.52 3.95 -3.34
H 3.87 4.83 -1.79
C 0.32 -0.24 2.98
N 0.17 -0.52 1.56
C 0.87 0.10 0.58
C 0.40 -0.09 -0.86
O 1.80 0.86 0.87
H -0.38 -0.76 3.63
H 0.34 0.85 3.03
H 1.33 -0.44 3.36
H -0.43 -1.25 1.19
H 0.94 -0.88 -1.39
H 0.68 0.80 -1.43
H -0.67 -0.27 -0.83
C -5.33 -5.58 3.33
N -5.01 -4.20 3.61
C -5.07 -3.82 4.83
C -4.49 -2.42 5.09
O -5.43 -4.58 5.69
H -5.12 -5.90 2.31
H -6.41 -5.76 3.34
H -4.86 -6.32 3.98
H -4.98 -3.50 2.88
H -3.59 -2.58 5.67
H -5.31 -1.84 5.54
H -4.17 -1.91 4.18
*
```

Summary:
* lowest unoccupied orbital energy: 0.0008 Eh
* HOMO-LUMO gap: 0.333 hartree

***

Stability ranking, top and bottom: two is the most stable and one is the least stable.

***

--- one ---
The following is a DFT calculation (ωB97M-V/def2-TZVPD) of a cluster of 2 separate species, C2H2FOP in total.

Structure (ORCA input):
```
! RIJCOSX wB97M-V def2-TZVPD def2/J DEFGRID3
* xyz 0 1
C 0.88 -0.10 -0.54
C -1.51 -0.25 0.13
O -1.88 -1.20 0.69
F -2.33 0.78 -0.21
P 1.42 1.01 0.51
H 0.74 -1.11 -0.69
H 2.68 0.88 0.11
*
```

Summary:
* lowest unoccupied orbital energy (spin up / spin down): -0.0424 / -0.0337 Eh
* HOMO-LUMO gap (spin up / spin down): 0.283 / 0.307 hartree

***

--- two ---
The following is a DFT calculation (ωB97M-V/def2-TZVPD) of a structure of composition C2H2FOP.

Structure (ORCA input):
```
! RIJCOSX wB97M-V def2-TZVPD def2/J DEFGRID3
* xyz 0 1
C -0.14 1.02 -0.63
C -0.48 -0.46 0.63
O -0.99 1.47 -1.28
F 1.89 -0.63 -0.75
P 1.14 0.35 0.36
H -0.80 -0.56 1.66
H -0.62 -1.20 0.00
*
```

Summary:
* lowest unoccupied orbital energy: -0.0217 Eh
* HOMO-LUMO gap: 0.291 hartree

***

Stability ranking, top and bottom: two is the most stable and one is the least stable.

***

--- one ---
The following is a DFT calculation (ωB97M-V/def2-TZVPD) of an isolated molecule of C4H7N3S.

Structure (ORCA input):
```
! RIJCOSX wB97M-V def2-TZVPD def2/J DEFGRID3
* xyz 0 1
H 0.06 2.31 0.62
N -0.72 1.75 0.31
C -0.39 0.54 0.00
C -1.40 -0.51 -0.35
C -2.67 -0.26 -0.21
N 0.91 -0.03 0.12
N 1.03 -1.42 0.43
C 1.98 0.70 -0.22
S 3.53 0.12 -0.16
H -1.10 -1.48 -0.74
H -3.43 -1.00 -0.41
H -2.94 0.73 0.10
H 1.86 -1.73 -0.20
H 1.40 -1.48 1.36
H 1.86 1.77 -0.62
*
```

Summary:
* lowest unoccupied orbital energy: -0.0049 Eh
* HOMO-LUMO gap: 0.321 hartree

***

--- two ---
The following is a DFT calculation (ωB97M-V/def2-TZVPD) of a cluster of 2 separate species, C4H7N3S in total.

Structure (ORCA input):
```
! RIJCOSX wB97M-V def2-TZVPD def2/J DEFGRID3
* xyz 0 1
C -2.35 0.38 1.39
C -0.32 -0.17 0.78
C -1.23 -0.45 -0.29
C 2.04 -0.24 1.07
N -2.50 -0.06 0.12
N -1.09 0.25 1.82
N -0.89 -1.02 -1.52
S 2.64 -0.31 -0.49
H -3.04 0.57 2.08
H 2.30 0.70 1.64
H 2.02 -1.21 1.56
H -0.66 0.48 2.73
H -1.56 -1.17 -2.28
H 0.02 -1.43 -1.73
H 1.88 0.69 -1.07
*
```

Summary:
* lowest unoccupied orbital energy (spin up / spin down): -0.0085 / -0.0085 Eh
* HOMO-LUMO gap (spin up / spin down): 0.256 / 0.256 hartree

***

Stability ranking, top and bottom: one is the most stable and two is the least stable.

***

--- one ---
The following is a DFT calculation (ωB97M-V/def2-TZVPD) of an isolated molecule of C4H7N3S.

Structure (ORCA input):
```
! RIJCOSX wB97M-V def2-TZVPD def2/J DEFGRID3
* xyz 0 1
H -1.56 -1.43 -1.77
N -2.12 -1.03 -0.91
C -1.29 -0.51 0.00
C -1.45 -0.17 1.47
N 0.10 -0.07 -0.51
C 1.09 0.18 0.31
S 0.96 0.75 1.87
N 0.50 -0.54 -1.76
C 1.07 0.39 -2.60
H -0.60 -0.76 1.94
H -1.37 1.05 1.73
H -2.51 -0.43 1.64
H 2.00 0.18 -0.31
H 1.50 1.36 -2.35
H 1.32 0.11 -3.60
*
```

Summary:
* lowest unoccupied orbital energy: -0.0148 Eh
* HOMO-LUMO gap: 0.282 hartree

***

--- two ---
The following is a DFT calculation (ωB97M-V/def2-TZVPD) of a cluster of 2 separate species, C4H7N3S in total.

Structure (ORCA input):
```
! RIJCOSX wB97M-V def2-TZVPD def2/J DEFGRID3
* xyz 0 1
C 2.03 1.14 -0.61
C 1.09 0.17 -1.02
C 0.62 -0.39 0.13
C -2.61 -0.80 -0.18
N 2.05 1.28 0.71
N 1.15 0.38 1.19
N -0.18 -1.41 0.63
S -2.58 0.84 -0.43
H 2.63 1.75 -1.30
H -3.60 -0.96 0.32
H 0.93 -0.18 -1.98
H 1.32 0.01 2.09
H -0.69 -1.16 1.46
H -0.85 -1.68 -0.21
H -1.30 1.00 -0.82
*
```

Summary:
* lowest unoccupied orbital energy: -0.0212 Eh
* HOMO-LUMO gap: 0.271 hartree

***

--- three ---
The following is a DFT calculation (ωB97M-V/def2-TZVPD) of an isolated molecule of C4H7N3S.

Structure (ORCA input):
```
! RIJCOSX wB97M-V def2-TZVPD def2/J DEFGRID3
* xyz 0 1
H 0.02 -3.75 -2.43
N 0.32 -2.65 -2.83
C 0.40 -1.45 -2.12
N 0.19 -1.04 -0.77
C -0.25 -1.74 0.37
C -0.22 -1.02 1.53
C -0.09 0.40 1.74
N 0.07 1.13 0.70
S -0.23 2.87 0.75
H 1.01 -0.54 -2.67
H 0.68 0.07 -0.45
H -0.48 -2.90 0.10
H -0.37 -1.55 2.45
H -0.53 0.61 2.73
H 0.19 2.91 -0.56
*
```

Summary:
* lowest unoccupied orbital energy: -0.0054 Eh
* HOMO-LUMO gap: 0.294 hartree

***

--- four ---
The following is a DFT calculation (ωB97M-V/def2-TZVPD) of an isolated molecule of C4H7N3S.

Structure (ORCA input):
```
! RIJCOSX wB97M-V def2-TZVPD def2/J DEFGRID3
* xyz 0 1
C 0.48 -2.71 0.50
C 0.13 -1.54 0.36
C -0.31 -0.15 0.39
N -0.88 0.43 1.40
S -1.20 -0.54 2.77
N -0.12 0.56 -0.78
C 0.94 0.23 -1.70
N -0.38 1.94 -0.71
H 0.93 -3.68 0.61
H -1.97 0.39 3.39
H 1.79 0.94 -1.60
H 1.26 -0.78 -1.48
H 0.59 0.45 -2.73
H 0.10 2.31 0.08
H -1.37 2.16 -0.50
*
```

Summary:
* lowest unoccupied orbital energy: 0.0282 Eh
* HOMO-LUMO gap: 0.324 hartree

***

Stability ranking, top and bottom: four is the most stable and three is the least stable.